w.
Molecular formula: C21H48IrN10
Method: DFT, ωB97M-V with the def2-TZVPD basis set

Results
multiplicity	1
HOMO level	-16.604	eV
net charge	+3
gap between HOMO and LUMO	6.9	eV

CARTESIAN COORDINATES (ANGSTROEM)
1 H 0.412 -2.895 -1.422
2 H 1.209 4.181 -0.031
3 H 2.855 -1.564 -5.122
4 C -2.702 -0.836 0.602
5 H -1.891 -0.724 -2.929
6 H 0.224 5.493 0.666
7 H -3.358 -1.696 0.705
8 H 0.082 5.471 3.256
9 C -2.514 2.260 0.003
10 H 0.270 -4.094 2.505
11 N 1.048 1.799 2.828
12 N -1.770 -3.051 1.832
13 H 0.668 -5.094 1.093
14 H -0.889 3.565 -0.541
15 H 2.892 1.259 3.629
16 H 1.685 1.618 -1.309
17 H 0.588 4.022 4.122
18 N 1.134 -1.029 -3.997
19 H -0.591 0.630 3.480
20 H -2.952 1.863 0.918
21 H -1.643 -4.903 0.830
22 C -1.284 3.083 0.356
23 H -0.415 -1.640 -5.302
24 H -2.976 1.461 -2.708
25 H -2.794 -0.231 1.508
26 C 1.106 -0.492 -2.767
27 C 1.045 4.799 0.849
28 H -1.007 0.364 -3.976
29 H 3.352 1.135 -0.987
30 C 0.991 -2.782 -0.507
31 H -0.492 -2.331 -3.665
32 C -1.235 0.145 -2.935
33 N 0.818 3.962 2.024
34 C 0.535 2.651 1.933
35 H 1.407 -1.773 -0.471
36 H -1.926 -1.411 3.135
37 N -0.262 2.162 0.944
38 C 0.172 -2.023 -4.467
39 H 1.824 -3.893 1.698
40 N -2.111 1.057 -0.817
41 H 1.950 2.338 4.672
42 H -1.877 -5.024 2.585
43 H -3.217 -4.534 1.532
44 H -3.082 -0.699 -1.472
45 C -1.975 1.335 -2.292
46 C 2.331 0.767 -1.086
47 N 0.210 -3.070 0.662
48 N -0.018 -0.129 -2.157
49 H 1.717 -0.464 -5.913
50 H 4.298 -0.489 -2.704
51 H 1.810 5.140 3.481
52 C -2.140 -4.462 1.689
53 H -1.424 2.271 -2.397
54 H 2.077 0.331 -0.085
55 C 0.767 -4.106 1.542
56 N 2.279 -0.210 -2.145
57 C 0.836 4.685 3.300
58 H 1.950 5.382 1.021
59 Ir -0.329 0.449 -0.192
60 H 0.722 -2.901 -4.808
61 H 0.436 -0.173 2.268
62 H 2.766 0.144 -4.626
63 H -4.111 0.406 -0.555
64 C 2.229 2.122 3.641
65 H 1.832 -3.471 -0.531
66 C -0.946 -2.439 0.941
67 H 3.258 -1.911 -2.904
68 C 3.470 -1.053 -2.275
69 C -2.422 -2.360 2.937
70 C 0.433 0.507 3.124
71 N -1.296 -1.260 0.418
72 H 1.017 0.031 3.906
73 H -3.276 2.816 -0.542
74 H 3.765 -1.409 -1.286
75 H 2.756 2.971 3.219
76 C 2.191 -0.713 -4.964
77 H -1.565 3.877 1.047
78 C -3.120 -0.042 -0.611
79 H -3.487 -2.188 2.771
80 H -2.322 -2.981 3.827

---

x.
Molecular formula: C21H48IrN10
Method: DFT, ωB97M-V with the def2-TZVPD basis set

Results
multiplicity	1
HOMO level	-16.967	eV
net charge	+3
gap between HOMO and LUMO	7.4	eV

CARTESIAN COORDINATES (ANGSTROEM)
1 C -2.994 -0.031 2.480
2 N -0.343 -1.939 -3.095
3 H 0.118 -1.027 5.011
4 H 1.606 -2.291 0.374
5 H 3.573 -0.991 1.210
6 H 1.240 3.193 2.022
7 H 2.512 -0.084 2.273
8 H -0.582 3.214 -2.935
9 C 3.183 0.304 -0.955
10 N -2.058 -0.664 1.543
11 H -1.243 5.763 1.769
12 C 0.910 -2.069 -2.567
13 H -3.930 -0.588 2.522
14 H 2.464 -3.837 -4.755
15 C -0.791 2.950 0.365
16 C 1.469 -3.681 -4.339
17 C -0.950 -0.636 -3.085
18 H 4.237 0.372 -0.676
19 C -1.702 -2.383 3.764
20 H -2.563 0.013 3.474
21 H 1.106 -2.189 4.129
22 C 2.577 -3.859 -2.146
23 C -1.438 3.285 2.704
24 C 1.479 -1.655 1.246
25 N -0.667 -1.532 3.156
26 N 1.383 -1.125 -1.744
27 H -2.833 5.195 1.236
28 H -2.425 -2.690 3.015
29 H -0.988 -0.278 -2.037
30 H 2.513 -4.910 -2.422
31 H 3.343 -1.082 -2.568
32 H 0.176 1.879 -2.116
33 H 2.677 2.549 0.092
34 H 1.017 1.503 2.461
35 H -3.206 0.986 2.144
36 C -2.421 -0.565 0.155
37 H 2.301 -3.783 -1.096
38 H 1.083 -0.469 3.650
39 H -3.178 3.389 -0.485
40 C -1.264 -3.084 -3.128
41 H 3.264 -1.828 -0.986
42 H -2.451 3.503 3.044
43 N 0.140 2.025 0.603
44 H -1.921 -3.077 -2.255
45 H -2.211 -1.865 4.578
46 H -1.515 5.407 0.059
47 H -1.872 -3.043 -4.029
48 Ir 0.481 0.328 -0.473
49 H -2.090 -1.438 -0.404
50 C 2.848 -1.025 -1.596
51 C -0.810 -1.015 1.922
52 H 0.927 -2.984 -4.970
53 H 0.951 -4.640 -4.320
54 N -1.312 3.727 1.317
55 H -3.505 -0.496 0.074
56 H -2.620 4.352 -1.861
57 N 0.227 -0.913 1.079
58 H -0.709 -4.014 -3.128
59 N -1.140 3.146 -0.934
60 H 3.350 1.824 1.559
61 H -1.966 -0.684 -3.470
62 H -2.850 2.604 -2.036
63 C 2.565 -0.591 1.314
64 N 1.626 -3.127 -2.984
65 H -1.216 -3.269 4.170
66 N 2.323 0.476 0.260
67 H -1.268 2.214 2.774
68 C -2.526 3.392 -1.354
69 C 1.183 2.182 1.620
70 H 0.738 3.542 -1.808
71 H 1.496 -2.304 2.116
72 H 2.955 1.138 -1.623
73 H -0.742 3.813 3.357
74 C -1.759 5.105 1.071
75 H -2.039 0.362 -0.313
76 H 3.608 -3.536 -2.293
77 C 2.485 1.836 0.893
78 C -0.151 2.935 -1.976
79 C 0.487 -1.298 4.021
80 H -0.371 0.082 -3.666

---

x is preferred energetically. Next in line: 0.351 eV higher.

---

w.
Molecular formula: CH2N2OS
Method: DFT, ωB97M-V with the def2-TZVPD basis set

Results
multiplicity	1
HOMO level (alpha / beta)	-9.452 / -9.450	eV
gap between HOMO and LUMO (alpha / beta)	7.1 / 7.1	eV

CARTESIAN COORDINATES (ANGSTROEM)
1 H -0.437 -0.089 -0.743
2 N 1.293 0.989 0.066
3 C 0.358 -0.177 -0.041
4 N 2.487 0.808 -0.055
5 S 1.156 -1.732 -0.187
6 O 3.079 -0.249 -0.013
7 H -0.063 0.000 0.882

---

x.
Molecular formula: CH2N2OS
Method: DFT, ωB97M-V with the def2-TZVPD basis set

Results
multiplicity	1
HOMO level (alpha / beta)	-8.259 / -8.259	eV
SMILES	N=C=O.N=S
gap between HOMO and LUMO (alpha / beta)	7.4 / 7.4	eV

CARTESIAN COORDINATES (ANGSTROEM)
1 S 0.168 2.315 -1.315
2 N 0.725 1.620 -2.567
3 C -0.477 -1.127 1.162
4 H 1.629 1.057 -2.680
5 N -0.606 -1.610 2.242
6 O -0.253 -0.869 0.060
7 H -1.186 -1.385 3.099

---

x is preferred energetically. Next in line: 2.435 eV higher.